[1]
Here is a 12-piece molecular cluster, C42H118N14O12 overall from OMol25. Energies are from ωB97M-V/def2-TZVPD.

Last column: Löwdin charge in e.
CARTESIAN COORDINATES (ANGSTROEM)
C -5.787 4.518 5.671  -0.156
O -4.863 3.825 6.427  -0.190
C -4.409 4.543 7.594  -0.165
C -2.871 4.238 7.773  -0.426
C -2.525 2.816 7.910  -0.080
N -2.419 5.033 8.946  0.025
H -6.694 4.940 6.103  0.091
H -5.897 3.820 4.841  0.092
H -5.370 5.339 5.088  0.081
H -4.531 5.619 7.468  0.114
H -5.028 4.244 8.439  0.125
H -2.304 4.667 6.947  0.134
H -2.945 2.227 7.094  0.077
H -2.920 2.339 8.807  0.087
H -1.453 2.686 7.763  0.085
H -2.520 4.533 9.818  0.060
H -3.124 5.737 9.116  0.048
C 8.954 8.390 1.365  -0.122
O 8.082 7.444 0.795  -0.189
C 7.317 7.991 -0.256  -0.198
C 6.148 6.900 -0.439  -0.395
C 6.776 5.719 -1.233  -0.066
N 4.986 7.452 -1.160  0.022
H 9.431 8.102 2.302  0.085
H 8.597 9.396 1.586  0.083
H 9.749 8.475 0.625  0.086
H 6.874 8.950 0.014  0.113
H 7.822 8.100 -1.216  0.122
H 5.802 6.510 0.518  0.129
H 7.774 5.479 -0.866  0.072
H 6.811 6.026 -2.278  0.073
H 6.163 4.825 -1.117  0.069
H 4.596 8.245 -0.670  0.059
H 5.412 8.016 -1.882  0.059
C -6.456 1.102 -4.133  -0.111
O -6.484 2.018 -5.218  -0.190
C -7.662 2.804 -5.295  -0.224
C -7.590 3.797 -6.445  -0.411
C -7.429 3.065 -7.808  -0.058
N -6.466 4.696 -6.272  0.031
H -6.577 1.614 -3.179  0.079
H -5.538 0.517 -4.068  0.087
H -7.278 0.387 -4.092  0.081
H -8.522 2.135 -5.280  0.120
H -7.787 3.308 -4.337  0.117
H -8.500 4.395 -6.407  0.135
H -8.376 2.536 -7.918  0.066
H -6.683 2.273 -7.858  0.073
H -7.389 3.667 -8.716  0.071
H -5.555 4.263 -6.312  0.069
H -6.398 4.915 -5.288  0.063
C 5.142 -0.013 5.993  -0.133
O 5.013 -0.052 7.408  -0.177
C 6.220 -0.746 7.935  -0.186
C 6.179 -0.849 9.468  -0.445
C 5.862 0.550 10.099  -0.059
N 7.462 -1.281 9.989  0.034
H 4.462 0.616 5.418  0.085
H 4.982 -1.049 5.692  0.081
H 6.132 0.227 5.607  0.079
H 6.443 -1.743 7.555  0.116
H 7.126 -0.201 7.669  0.114
H 5.347 -1.495 9.748  0.136
H 4.855 0.835 9.795  0.069
H 6.485 1.359 9.720  0.074
H 6.000 0.453 11.176  0.074
H 7.684 -2.139 9.504  0.066
H 8.095 -0.557 9.680  0.070
C -1.056 -4.440 -7.713  -0.105
O -2.372 -4.760 -8.115  -0.195
C -2.603 -4.708 -9.524  -0.221
C -3.775 -5.543 -9.983  -0.416
C -5.084 -5.198 -9.214  -0.049
N -3.405 -6.949 -9.728  0.024
H -0.691 -5.177 -6.998  0.081
H -0.978 -3.460 -7.244  0.088
H -0.351 -4.663 -8.515  0.081
H -2.778 -3.693 -9.880  0.123
H -1.690 -5.152 -9.921  0.110
H -3.945 -5.418 -11.053  0.134
H -4.954 -5.531 -8.184  0.073
H -5.888 -5.768 -9.678  0.074
H -5.186 -4.113 -9.239  0.076
H -2.677 -7.383 -10.278  0.065
H -3.023 -6.897 -8.794  0.058
C -8.027 -6.345 7.283  -0.096
O -8.113 -5.025 6.714  -0.194
C -7.747 -3.918 7.565  -0.196
C -7.348 -2.687 6.720  -0.449
C -6.072 -3.004 5.946  -0.066
N -7.181 -1.522 7.605  0.035
H -7.063 -6.749 7.591  0.085
H -8.585 -7.013 6.626  0.083
H -8.676 -6.328 8.158  0.076
H -8.538 -3.574 8.231  0.115
H -6.841 -4.057 8.154  0.121
H -8.091 -2.499 5.946  0.132
H -5.184 -3.382 6.452  0.081
H -5.820 -2.048 5.488  0.071
H -6.374 -3.780 5.243  0.078
H -8.050 -1.023 7.732  0.066
H -6.641 -0.845 7.085  0.057
C 1.870 1.062 -10.022  -0.116
O 2.714 -0.009 -9.634  -0.185
C 4.086 0.207 -10.016  -0.210
C 5.081 -0.999 -9.787  -0.422
C 5.294 -1.254 -8.298  -0.063
N 6.399 -0.706 -10.368  0.036
H 1.006 0.942 -9.368  0.090
H 1.563 0.994 -11.065  0.084
H 2.327 2.047 -9.922  0.076
H 4.160 0.439 -11.078  0.108
H 4.458 1.140 -9.592  0.113
H 4.576 -1.734 -10.413  0.134
H 5.718 -0.374 -7.815  0.080
H 5.871 -2.159 -8.108  0.082
H 4.327 -1.344 -7.803  0.076
H 6.318 -0.089 -11.163  0.063
H 6.776 -0.220 -9.566  0.054
C 0.745 2.198 -2.703  -0.114
O 0.033 1.879 -1.512  -0.197
C 0.185 0.532 -1.133  -0.207
C 0.043 0.369 0.428  -0.407
C 0.204 -1.115 0.833  -0.066
N -1.301 0.792 0.870  0.029
H 1.812 2.332 -2.526  0.083
H 0.348 3.109 -3.149  0.085
H 0.783 1.414 -3.459  0.081
H -0.631 0.019 -1.642  0.126
H 1.133 0.135 -1.493  0.119
H 0.811 0.985 0.898  0.125
H -0.171 -1.151 1.856  0.071
H 1.201 -1.539 0.711  0.073
H -0.413 -1.687 0.140  0.074
H -1.529 0.672 1.847  0.066
H -1.448 1.747 0.575  0.059
C -2.644 -3.955 13.914  -0.116
O -2.272 -4.480 12.660  -0.226
C -1.583 -3.548 11.794  -0.163
C -0.907 -4.328 10.612  -0.390
C -0.385 -3.403 9.519  -0.086
N -1.898 -5.165 9.836  0.016
H -3.144 -3.023 13.653  0.084
H -1.743 -3.858 14.520  0.086
H -3.391 -4.499 14.491  0.085
H -2.336 -2.901 11.342  0.127
H -0.841 -3.067 12.430  0.123
H -0.207 -5.034 11.058  0.127
H 0.333 -3.958 8.916  0.075
H 0.100 -2.514 9.922  0.068
H -1.226 -3.009 8.949  0.076
H -2.621 -5.511 10.451  0.052
H -1.517 -5.989 9.395  0.063
C 3.589 -5.894 -2.911  -0.110
O 4.307 -6.489 -3.994  -0.210
C 5.019 -7.690 -3.591  -0.184
C 5.580 -8.381 -4.842  -0.469
C 4.502 -8.859 -5.859  -0.046
N 6.496 -9.389 -4.443  0.037
H 4.191 -5.548 -2.071  0.084
H 2.868 -6.631 -2.555  0.079
H 3.035 -5.095 -3.402  0.087
H 5.879 -7.357 -3.011  0.121
H 4.303 -8.319 -3.062  0.125
H 6.141 -7.634 -5.404  0.133
H 3.804 -8.053 -6.087  0.070
H 3.848 -9.647 -5.484  0.072
H 4.962 -9.159 -6.801  0.075
H 6.924 -9.096 -3.576  0.066
H 5.848 -10.127 -4.210  0.071
N -2.556 7.074 -2.191  0.153
C -3.686 6.454 -1.919  -0.773
N -3.552 5.440 -1.097  0.163
O -4.756 6.818 -2.393  0.019
H -2.660 8.023 -2.520  0.119
H -1.645 6.757 -1.893  0.107
H -2.569 5.205 -1.110  0.095
H -4.173 4.645 -1.140  0.118
N 3.856 6.191 -7.550  0.167
C 4.099 7.422 -7.701  -0.830
N 4.419 7.740 -8.909  0.170
O 4.279 8.174 -6.749  0.016
H 3.661 5.549 -8.305  0.115
H 3.602 5.927 -6.608  0.131
H 4.135 6.991 -9.524  0.103
H 4.555 8.671 -9.277  0.128

Its LUMO energy is -0.031 eV.

=====

[2]
Here is a 21-piece molecular cluster, C42H126O21 overall from OMol25. Energies are from ωB97M-V/def2-TZVPD.

Last column: Löwdin charge in e.
CARTESIAN COORDINATES (ANGSTROEM)
C -6.461 2.116 -5.475  -0.088
C -5.250 1.191 -5.593  -0.288
O -5.655 -0.196 -5.827  -0.106
H -6.870 2.209 -6.481  0.068
H -6.317 3.141 -5.133  0.069
H -7.290 1.773 -4.856  0.070
H -4.598 1.106 -4.723  0.093
H -4.739 1.497 -6.505  0.100
H -4.839 -0.640 -6.070  0.026
C 0.019 -4.277 3.283  -0.096
C 1.281 -5.041 3.265  -0.295
O 2.247 -4.136 2.761  -0.081
H 0.206 -3.489 4.013  0.073
H -0.805 -4.783 3.786  0.083
H -0.258 -3.671 2.421  0.075
H 1.194 -5.955 2.677  0.124
H 1.421 -5.260 4.324  0.104
H 2.341 -4.325 1.825  0.088
C 2.327 1.507 5.972  -0.071
C 1.007 0.746 6.180  -0.240
O 0.779 -0.042 4.989  -0.123
H 2.458 2.081 6.889  0.081
H 2.278 2.151 5.094  0.047
H 3.201 0.870 5.831  0.067
H 0.119 1.359 6.335  0.103
H 1.256 0.039 6.972  0.108
H 1.517 -0.594 4.720  0.035
C -3.310 -3.410 2.463  -0.069
C -3.612 -1.981 2.862  -0.351
O -4.140 -2.029 4.121  -0.079
H -3.995 -3.834 1.729  0.075
H -3.037 -4.064 3.291  0.070
H -2.367 -3.401 1.917  0.040
H -4.367 -1.548 2.206  0.109
H -2.779 -1.285 2.956  0.109
H -3.838 -1.189 4.473  0.030
C -2.166 4.922 -1.593  -0.051
C -1.791 4.458 -0.133  -0.283
O -2.197 3.123 -0.061  -0.106
H -2.995 5.629 -1.565  0.066
H -2.492 4.071 -2.191  0.063
H -1.313 5.364 -2.107  0.052
H -2.321 4.954 0.681  0.112
H -0.750 4.670 0.112  0.079
H -1.499 2.602 -0.465  0.046
C 4.431 -3.258 -5.410  -0.088
C 3.742 -2.179 -4.616  -0.309
O 4.070 -0.926 -5.207  -0.089
H 4.523 -4.222 -4.909  0.061
H 5.459 -3.004 -5.670  0.076
H 4.026 -3.423 -6.409  0.075
H 4.171 -2.129 -3.616  0.103
H 2.659 -2.280 -4.685  0.104
H 4.924 -0.723 -4.819  0.079
C 2.265 -6.659 -6.241  -0.056
C 1.790 -6.282 -4.790  -0.321
O 2.782 -6.674 -3.932  -0.086
H 2.526 -7.716 -6.189  0.068
H 3.156 -6.089 -6.506  0.060
H 1.514 -6.544 -7.023  0.073
H 0.923 -6.916 -4.603  0.110
H 1.493 -5.236 -4.710  0.095
H 3.199 -7.528 -4.068  0.109
C -2.129 -4.079 -3.280  -0.091
C -0.920 -4.037 -4.134  -0.301
O -1.280 -3.338 -5.345  -0.088
H -2.351 -3.147 -2.761  0.062
H -2.099 -4.734 -2.409  0.075
H -3.077 -4.272 -3.782  0.085
H -0.675 -5.063 -4.411  0.087
H 0.017 -3.659 -3.726  0.101
H -0.885 -2.463 -5.332  0.017
C -4.785 2.764 4.176  -0.091
C -4.959 1.455 3.447  -0.341
O -5.972 1.681 2.518  -0.059
H -5.736 3.203 4.479  0.075
H -4.249 3.588 3.705  0.069
H -4.345 2.509 5.140  0.053
H -5.252 0.654 4.125  0.109
H -3.965 1.161 3.110  0.098
H -5.607 2.202 1.799  0.065
C 0.312 -0.867 -0.902  -0.063
C -0.763 0.209 -0.951  -0.285
O -0.235 1.231 -0.090  -0.103
H 0.406 -1.249 0.114  0.087
H 1.136 -0.404 -1.445  0.067
H -0.025 -1.588 -1.647  0.060
H -1.771 -0.096 -0.673  0.103
H -0.960 0.566 -1.962  0.082
H -0.250 0.850 0.792  0.041
C 4.174 1.428 -0.271  -0.064
C 4.093 0.187 0.630  -0.319
O 5.396 -0.213 0.913  -0.083
H 4.395 2.290 0.360  0.045
H 3.161 1.552 -0.653  0.062
H 4.864 1.477 -1.114  0.078
H 3.531 -0.581 0.099  0.095
H 3.562 0.275 1.578  0.103
H 5.819 0.497 1.401  0.038
C -5.393 -0.106 -1.491  -0.048
C -4.501 0.936 -0.783  -0.342
O -5.006 2.201 -0.552  -0.072
H -6.373 -0.319 -1.063  0.072
H -4.900 -1.061 -1.673  0.070
H -5.620 0.376 -2.442  0.059
H -3.627 0.959 -1.434  0.085
H -4.156 0.679 0.219  0.099
H -4.345 2.895 -0.491  0.062
C 4.310 2.760 3.481  -0.062
C 5.709 3.124 2.864  -0.296
O 6.419 1.969 2.602  -0.072
H 3.892 3.687 3.874  0.073
H 4.411 2.188 4.404  0.052
H 3.580 2.173 2.925  0.057
H 6.207 3.766 3.592  0.116
H 5.558 3.632 1.912  0.091
H 7.326 2.157 2.853  0.101
C -3.320 -0.987 -9.100  -0.085
C -3.078 -1.644 -7.777  -0.331
O -2.893 -0.660 -6.794  -0.093
H -3.370 -1.729 -9.896  0.076
H -2.488 -0.323 -9.335  0.075
H -4.259 -0.436 -9.045  0.079
H -2.184 -2.267 -7.794  0.112
H -3.954 -2.262 -7.582  0.116
H -2.049 -0.837 -6.372  0.037
C 0.986 6.787 4.135  -0.075
C 1.790 6.590 2.886  -0.334
O 1.480 5.376 2.251  -0.095
H 0.912 5.886 4.744  0.072
H 0.046 7.291 3.911  0.080
H 1.573 7.438 4.784  0.071
H 2.877 6.601 2.967  0.109
H 1.581 7.367 2.150  0.096
H 2.085 5.260 1.515  0.042
C -2.351 -0.732 7.509  -0.065
C -2.833 0.545 6.754  -0.256
O -2.678 0.219 5.357  -0.124
H -1.634 -0.529 8.305  0.063
H -1.743 -1.284 6.792  0.068
H -3.208 -1.325 7.829  0.073
H -2.300 1.426 7.111  0.103
H -3.915 0.616 6.867  0.109
H -1.738 0.179 5.164  0.055
C -0.871 3.122 3.549  -0.052
C 0.252 2.490 2.754  -0.273
O 0.089 1.079 2.590  -0.099
H -1.043 2.549 4.460  0.052
H -1.892 3.087 3.168  0.064
H -0.717 4.165 3.825  0.066
H 1.286 2.608 3.079  0.089
H 0.152 3.040 1.818  0.089
H 0.156 0.641 3.442  0.032
C 4.231 -4.272 -1.406  -0.078
C 2.721 -4.228 -1.334  -0.317
O 2.113 -5.527 -1.332  -0.075
H 4.500 -4.785 -2.329  0.067
H 4.651 -4.795 -0.547  0.076
H 4.605 -3.250 -1.343  0.070
H 2.446 -3.559 -2.150  0.090
H 2.338 -3.814 -0.402  0.094
H 2.201 -5.804 -2.247  0.025
C -1.162 1.092 -4.571  -0.088
C 0.141 0.341 -4.764  -0.251
O -0.205 -0.782 -5.567  -0.103
H -1.616 1.489 -5.479  0.082
H -1.236 1.963 -3.919  0.071
H -1.874 0.434 -4.074  0.073
H 0.607 0.042 -3.826  0.101
H 0.831 0.995 -5.297  0.122
H 0.390 -0.804 -6.321  0.113
C 1.675 6.551 -0.749  -0.078
C 3.072 5.986 -0.945  -0.299
O 3.791 5.811 0.257  -0.088
H 1.634 7.494 -0.203  0.081
H 0.860 5.865 -0.517  0.051
H 1.402 6.903 -1.744  0.076
H 3.598 6.761 -1.502  0.112
H 3.034 5.018 -1.444  0.118
H 4.619 5.399 0.002  0.082
C 3.077 -3.650 6.093  -0.069
C 3.435 -2.320 5.389  -0.264
O 2.547 -1.982 4.304  -0.103
H 3.726 -3.847 6.946  0.073
H 3.350 -4.428 5.380  0.062
H 2.032 -3.728 6.393  0.080
H 4.482 -2.265 5.090  0.115
H 3.319 -1.532 6.133  0.090
H 2.598 -2.761 3.745  0.030

Its LUMO energy is 0.206 eV.